{
  "formula": "C35H101N5O13",
  "method": "ωB97M-V/def2-TZVPD",
  "elements": ["C", "C", "O", "H", "H", "H", "H", "H", "H", "C", "C", "O", "H", "H", "H", "H", "H", "H", "C", "C", "O", "H", "H", "H", "H", "H", "H", "C", "C", "O", "H", "H", "H", "H", "H", "H", "C", "C", "O", "H", "H", "H", "H", "H", "H", "C", "C", "O", "H", "H", "H", "H", "H", "H", "C", "C", "O", "H", "H", "H", "H", "H", "H", "C", "C", "C", "O", "C", "N", "H", "H", "H", "H", "H", "H", "H", "H", "H", "H", "H", "C", "C", "C", "O", "C", "N", "H", "H", "H", "H", "H", "H", "H", "H", "H", "H", "H", "C", "C", "C", "O", "C", "N", "H", "H", "H", "H", "H", "H", "H", "H", "H", "H", "H", "C", "C", "C", "O", "C", "N", "H", "H", "H", "H", "H", "H", "H", "H", "H", "H", "H", "C", "C", "C", "O", "C", "N", "H", "H", "H", "H", "H", "H", "H", "H", "H", "H", "H", "C", "O", "H", "H", "H", "H"],
  "coordinates": [[-4.37328, 3.13631, 0.14313], [-3.82076, 3.52230, 1.53300], [-3.32658, 2.32679, 2.09978], [-3.55838, 2.87458, -0.53180], [-4.97080, 3.97201, -0.22111], [-5.05157, 2.29289, 0.27222], [-4.58304, 4.04495, 2.11080], [-3.04270, 4.28566, 1.53557], [-2.55111, 2.46316, 2.64901], [-0.71915, 0.46674, -6.03154], [0.42176, -0.54005, -6.01972], [-0.07998, -1.83999, -5.76356], [-1.26153, 0.45732, -6.97696], [-0.36386, 1.47747, -5.83080], [-1.45314, 0.20842, -5.26824], [1.05457, -0.34950, -5.15292], [1.09389, -0.44440, -6.87247], [0.44452, -2.29138, -5.09816], [-4.58634, -1.92895, -0.16638], [-4.63922, -0.67821, 0.74516], [-5.90786, -0.19589, 0.93679], [-5.24527, -2.66963, 0.28673], [-3.58693, -2.34742, -0.28536], [-5.02415, -1.65717, -1.12688], [-4.07460, 0.05907, 0.17444], [-4.04411, -0.79662, 1.65066], [-6.11522, 0.07506, 0.03947], [-0.02265, -1.72507, 4.75506], [0.09098, -0.68313, 5.94006], [0.04561, 0.60333, 5.41335], [-0.10459, -2.76771, 5.06213], [0.78640, -1.60593, 4.03441], [-0.87733, -1.53511, 4.10580], [1.01822, -0.74545, 6.50965], [-0.67131, -0.85136, 6.70079], [0.12094, 1.19844, 6.16286], [2.64670, -4.28034, -4.20378], [2.63745, -2.98041, -3.47599], [1.31965, -2.45610, -3.40296], [1.85539, -4.98737, -3.95468], [3.59291, -4.81935, -4.15624], [2.55212, -4.05382, -5.26578], [3.27081, -2.26882, -4.00569], [2.98597, -3.05407, -2.44584], [1.33127, -1.67722, -2.84188], [-0.97626, 5.03766, -1.32465], [0.37105, 5.00576, -0.57647], [0.95478, 6.22127, -1.05253], [-0.87264, 4.83628, -2.39086], [-1.54385, 5.94946, -1.13870], [-1.58906, 4.21339, -0.95974], [1.01111, 4.17404, -0.87086], [0.30973, 5.16831, 0.49960], [0.44125, 6.89909, -0.60705], [-1.39056, 5.19046, 3.66690], [-0.68174, 3.98735, 4.26206], [-1.16245, 2.84449, 3.67336], [-1.09088, 6.18099, 4.00919], [-2.45191, 5.14704, 3.91132], [-1.28541, 5.17284, 2.58213], [-0.93727, 3.98984, 5.32168], [0.40562, 4.01520, 4.19149], [-0.77512, 2.08499, 4.11465], [-0.23607, 1.17369, -1.80160], [0.71059, 0.34163, -0.99335], [0.02896, -0.79385, -0.24748], [-0.96815, -0.36031, 0.64514], [-0.67211, 0.36658, 1.85016], [1.78487, -0.16571, -1.82843], [-0.90037, 1.73208, -1.14206], [-0.88648, 0.59628, -2.45861], [0.30434, 1.88806, -2.42267], [1.18848, 0.95919, -0.23287], [0.75610, -1.36585, 0.32886], [-0.44810, -1.60348, -0.79977], [-1.51561, 0.30382, 2.53768], [-0.50384, 1.38870, 1.51097], [0.26068, 0.14323, 2.36796], [2.28311, 0.60574, -2.24881], [2.44146, -0.44303, -1.11282], [4.74675, 0.97781, -0.02119], [4.36983, -0.13014, 0.95974], [3.36440, 0.37791, 2.03499], [4.01816, 1.28709, 2.95019], [3.03363, 1.90336, 3.76774], [3.77139, -1.15740, 0.18320], [5.24116, 0.58826, -0.91109], [5.51923, 1.67781, 0.29719], [3.95719, 1.63961, -0.37715], [5.29284, -0.39536, 1.47532], [2.86698, -0.41075, 2.59951], [2.53910, 0.87894, 1.52907], [3.54618, 2.51372, 4.51128], [2.38736, 1.18113, 4.26654], [2.34607, 2.54277, 3.21410], [4.33308, -1.29791, -0.64436], [3.70097, -2.00776, 0.72359], [-1.44458, -5.43024, -3.71599], [-1.75456, -4.73036, -2.35189], [-2.59687, -5.65150, -1.38832], [-3.81743, -5.92484, -2.03079], [-4.68894, -6.58475, -1.12894], [-0.47956, -4.32060, -1.76983], [-0.71486, -6.18092, -3.41251], [-1.01807, -4.77235, -4.47321], [-2.35923, -5.84953, -4.13517], [-2.30373, -3.81040, -2.55230], [-2.77981, -5.13771, -0.44458], [-2.12997, -6.60418, -1.13829], [-5.71449, -6.36877, -1.42843], [-4.64143, -6.03651, -0.18805], [-4.49534, -7.65713, -1.15379], [-0.55709, -3.87058, -0.86895], [-0.00402, -3.64781, -2.35404], [-3.77020, -0.27764, 4.60006], [-4.84103, 0.75876, 4.75857], [-4.29410, 2.06169, 5.42005], [-5.38475, 2.99009, 5.56128], [-6.25317, 2.76294, 6.65517], [-5.53599, 1.06141, 3.49702], [-3.39206, -0.53520, 5.58938], [-2.91881, 0.09407, 4.02991], [-4.04482, -1.16659, 4.03220], [-5.57872, 0.29761, 5.41527], [-3.59521, 2.47887, 4.69505], [-3.71465, 1.90100, 6.32917], [-5.72840, 2.88119, 7.60319], [-6.64601, 1.74801, 6.59449], [-6.95947, 3.58653, 6.55056], [-4.69380, 1.27979, 2.98406], [-5.87495, 1.99596, 3.67540], [5.20066, -0.31755, -3.92518], [6.55559, -0.87645, -3.71201], [6.50456, -2.30424, -3.27166], [5.90728, -2.43420, -2.00408], [5.79633, -3.67353, -1.47583], [7.37070, -0.76745, -4.92798], [5.19600, 0.74372, -4.17377], [4.76445, -0.34762, -2.92672], [4.55764, -0.83756, -4.63525], [7.13604, -0.35119, -2.95353], [7.52443, -2.67499, -3.16916], [5.93771, -2.91569, -3.97374], [6.74314, -4.21204, -1.43490], [5.08910, -4.40074, -1.87469], [5.65937, -3.46904, -0.41398], [8.30242, -0.65948, -4.55335], [7.33866, 0.13029, -5.38965], [3.26083, 3.48265, -3.10649], [2.54402, 2.38452, -3.59460], [3.91129, 3.76879, -3.93300], [2.59783, 4.29051, -2.79679], [3.94167, 3.17529, -2.31271], [2.27406, 2.63700, -4.48059]],
  "orbital_gap_ev": [1.49, 8.19],
  "fmax_ha_per_bohr": 0.062,
  "e_homo_ev": [0.3, -6.5],
  "charge": -1,
  "energy_ha": -2645.7270,
  "spin_multiplicity": 2
}